Entry 1:
The molecule C20H30N4O4. Source: the OMol25 dataset; level of theory: wB97M-V/def2-TZVPD.

Element x y z (Å)
C (7.32636, 1.99565, 0.12331)
O (5.93755, 1.86182, -0.05469)
C (5.51301, 1.02391, -1.04542)
C (6.35621, 0.30904, -1.88974)
C (5.82150, -0.52513, -2.85965)
C (4.44107, -0.66291, -3.01170)
N (3.95464, -1.50807, -3.99659)
C (3.58532, 0.06757, -2.17558)
C (2.09887, -0.04928, -2.30897)
O (1.56501, -1.06881, -2.73412)
N (1.38812, 1.03686, -1.93406)
C (-0.05304, 1.11901, -1.99386)
C (-0.60827, 1.83640, -0.76835)
C (-2.12296, 1.87249, -0.72301)
O (-2.59456, 2.53417, -1.87709)
C (-2.75350, 0.49416, -0.40616)
N (-2.99211, 1.00689, 0.95104)
C (-3.47710, 0.43827, 2.07573)
O (-4.14468, 1.06874, 2.87930)
C (-3.23529, -1.07393, 2.23619)
N (-4.14268, -1.77443, 1.34293)
C (-5.54117, -1.54732, 1.66766)
C (-3.87257, -3.18894, 1.16734)
C (-1.71414, -1.36405, 2.15780)
C (-1.64820, -1.18044, 3.69072)
C (-3.16453, -1.45948, 3.73211)
C (-2.65858, 2.39913, 0.63049)
C (4.14355, 0.89381, -1.19734)
H (7.49078, 2.68641, 0.94594)
H (7.79224, 1.04000, 0.38043)
H (7.80813, 2.40523, -0.76922)
H (7.43149, 0.38589, -1.80372)
H (6.48912, -1.07474, -3.50992)
H (2.97557, -1.72723, -3.89696)
H (4.57244, -2.21590, -4.34225)
H (1.90231, 1.89080, -1.79466)
H (-0.36841, 1.63152, -2.90611)
H (-0.48566, 0.12281, -2.07467)
H (-0.23600, 1.34830, 0.13629)
H (-0.23486, 2.86529, -0.74276)
H (-3.55563, 2.57070, -1.82923)
H (-3.68333, 0.24830, -0.92056)
H (-2.06089, -0.34795, -0.45009)
H (-6.18102, -2.04975, 0.94283)
H (-5.79687, -1.92363, 2.66917)
H (-5.79227, -0.48717, 1.63676)
H (-4.59757, -3.61919, 0.47765)
H (-2.89075, -3.35201, 0.72538)
H (-3.93026, -3.75308, 2.10971)
H (-1.47213, -2.38609, 1.87439)
H (-1.10438, -0.69403, 1.54849)
H (-1.01659, -1.88556, 4.22793)
H (-1.39404, -0.16622, 3.99373)
H (-3.76840, -0.86965, 4.42124)
H (-3.37674, -2.51407, 3.90503)
H (-1.89898, 2.82927, 1.28449)
H (-3.54160, 3.04023, 0.59098)
H (3.51646, 1.44639, -0.50857)

The value obtained for the energy relative to the best compared isomer or geometry (same formula, charge and spin) is 3.159 eV. As for the orbital gap: 8.12 eV. The SMILES is COc1ccc(N)c(C(=O)NCCC2(O)CN(C(=O)C3(N(C)C)CCC3)C2)c1. The total energy is -35376.2209 eV.

Atomic partial charges in e from the Löwdin method, atoms 1 to 2:
1. C -0.099
2. O -0.090


Entry 2:
A cluster of 2 separate species, C5H12NO in total. Source: the OMol25 dataset; level of theory: wB97M-V/def2-TZVPD.

Element x y z (Å)
C (0.70802, -0.73547, -0.61558)
O (0.06746, -0.60937, 0.69571)
C (1.98282, -1.48740, -0.38857)
C (2.22661, -2.69239, -0.92223)
H (0.93142, 0.29761, -0.96166)
H (0.00704, -1.22747, -1.32362)
H (0.04816, -1.49544, 1.03894)
H (2.72554, -0.96549, 0.24209)
H (3.14244, -3.24626, -0.69813)
H (1.45024, -3.20481, -1.55053)
C (-2.43865, 1.24524, 0.79278)
C (-0.23530, 2.17516, 0.46454)
N (-1.36550, 1.81583, -0.02832)
H (-2.57613, 0.22655, 0.44380)
H (-3.35377, 1.84337, 0.65616)
H (-2.09000, 1.23229, 1.84937)
H (-0.13866, 2.26805, 1.53871)
H (0.46330, 2.60965, -0.22392)
H (-1.55504, 1.95034, -1.00954)

The charge is +1. The value obtained for the energy relative to the best compared isomer or geometry (same formula, charge and spin) is 1.921 eV. As for the orbital gap: 8.15 eV. The total energy is -8908.7081 eV.

Atomic partial charges in e from the Löwdin method, atoms 1 to 2:
1. C -0.250
2. O -0.113


Entry 3:
The molecule C5H12O. Source: the OMol25 dataset; level of theory: wB97M-V/def2-TZVPD.

Element x y z (Å)
C (1.92475, -0.27463, -0.87129)
C (0.82824, -0.59923, 0.14667)
C (-0.57411, 0.00903, -0.08156)
C (-1.66045, -0.90931, 0.48109)
C (-0.58086, 1.42866, 0.76632)
O (-0.88699, 0.21559, -1.44622)
H (1.82567, -0.73802, -1.86389)
H (2.89538, -0.59586, -0.47995)
H (1.98340, 0.81185, -1.00096)
H (0.99053, 0.01825, 1.01587)
H (0.85001, -1.65723, 0.45792)
H (-1.44839, -1.10116, 1.53707)
H (-1.74344, -1.88502, -0.02383)
H (-2.62352, -0.40360, 0.38430)
H (-0.41415, 1.37054, 1.86898)
H (-1.55039, 1.91703, 0.65174)
H (0.17730, 2.17854, 0.45645)
H (-0.07094, 0.45362, -1.90503)

The value obtained for the energy relative to the best compared isomer or geometry (same formula, charge and spin) is 0.773 eV. As for the orbital gap: 10.97 eV. The SMILES is CCC(C)(C)O. The total energy is -7426.5381 eV.

Atomic partial charges in e from the Löwdin method, atoms 1 to 2:
1. C -0.100
2. C -0.200


Entry 4:
The molecule C5H11NOS. Source: the OMol25 dataset; level of theory: wB97M-V/def2-TZVPD.

Element x y z (Å)
O (-2.68067, 2.23988, 0.51456)
C (-2.32339, 1.24130, 1.09530)
C (-1.06339, 0.45582, 0.65812)
C (-0.44689, 1.08206, -0.54858)
C (0.80789, 0.32332, -1.06436)
S (2.26928, 0.30416, 0.02699)
C (2.78834, -1.45287, -0.21834)
N (-1.36174, -0.97244, 0.52332)
H (-2.94721, 0.86358, 1.91136)
H (-0.41067, 0.55844, 1.53820)
H (-0.16484, 2.10793, -0.33719)
H (-1.10620, 1.01512, -1.41438)
H (1.05079, 0.87526, -1.97424)
H (0.55918, -0.70732, -1.28387)
H (2.30171, -1.86992, -1.09611)
H (2.47572, -2.01933, 0.65065)
H (3.86377, -1.52998, -0.35503)
H (-1.42631, -1.41217, 1.42778)
H (-2.18536, -1.10285, -0.05418)

The value obtained for the energy relative to the best compared isomer or geometry (same formula, charge and spin) is 1.560 eV. As for the orbital gap: 9.29 eV. The SMILES is CSCC[C@H](N)C=O. The total energy is -19735.5357 eV.

Atomic partial charges in e from the Löwdin method, atoms 1 to 2:
1. O 0.048
2. C -0.208


Entry 5:
A structure of composition C18H16N7O10ReS. Source: the OMol25 dataset; level of theory: wB97M-V/def2-TZVPD.

Element x y z (Å)
Re (-0.05510, 0.05895, -0.45604)
C (-1.59784, -6.24609, -2.42428)
C (-1.90723, -4.98362, -1.67864)
C (-2.02258, -4.97806, -0.29090)
C (-2.31501, -3.81159, 0.39748)
C (-2.48526, -2.63804, -0.32070)
C (-2.38773, -2.61366, -1.70929)
C (-2.09894, -3.78742, -2.37624)
S (-2.85641, -1.16018, 0.53564)
O (-3.41526, -1.45304, 1.81582)
O (-3.44726, -0.21289, -0.35798)
N (-1.30739, -0.47634, 0.87771)
C (-0.74766, -0.75275, 2.20193)
C (0.70645, -1.18484, 2.00402)
O (1.40266, -1.82057, 2.71518)
O (1.15910, -0.69136, 0.78076)
H (-1.49166, -7.09206, -1.74855)
H (-0.67225, -6.14231, -2.99210)
H (-2.39207, -6.47418, -3.13607)
H (-1.89936, -5.90153, 0.25948)
H (-2.42949, -3.81391, 1.47314)
H (-2.55701, -1.69319, -2.25214)
H (-2.03635, -3.78480, -3.45711)
H (-1.33177, -1.48883, 2.74845)
H (-0.73012, 0.17382, 2.78306)
N (5.90870, -1.25916, -2.06945)
C (4.68729, -1.03269, -1.60362)
N (4.41548, -1.20611, -0.30864)
N (3.76675, -0.63623, -2.49549)
C (2.59817, -0.34896, -2.09853)
N (1.51683, -0.08289, -1.74157)
H (6.66448, -1.56541, -1.48240)
H (6.07802, -1.11723, -3.05100)
H (5.12153, -1.49729, 0.34593)
H (3.48734, -1.04213, 0.05395)
O (-2.21514, 2.65480, -2.66354)
C (-1.95903, 2.31340, -1.56182)
O (-0.97619, 1.33703, -1.36860)
C (-2.54862, 2.85289, -0.30030)
C (-3.79970, 3.45568, -0.40327)
C (-4.40158, 3.92965, 0.74498)
C (-3.81093, 3.84680, 1.99210)
C (-2.56455, 3.25506, 2.04779)
C (-1.91957, 2.75585, 0.93222)
N (-1.89023, 3.12768, 3.35353)
O (-2.32403, 3.77139, 4.27505)
O (-0.93752, 2.36238, 3.40943)
N (-5.74328, 4.55224, 0.64198)
O (-6.20113, 4.68622, -0.47123)
O (-6.26277, 4.90257, 1.67951)
H (-4.30037, 3.54132, -1.35694)
H (-4.30450, 4.22537, 2.87453)
H (-0.94227, 2.31631, 1.04964)

The charge is +1. The value obtained for the energy relative to the best compared isomer or geometry (same formula, charge and spin) is 0.724 eV. As for the expectation value of S²: 0.774. As for the orbital gap (spin up / spin down): 7.28 / 7.23 eV. The spin multiplicity is 2. The total energy is -62784.9893 eV.

Atomic partial charges in e from the Löwdin method, atoms 1 to 2:
1. Re 1.676
2. C -0.035


Entry 6:
The molecule C3H5NO2S2. Source: the OMol25 dataset; level of theory: wB97M-V/def2-TZVPD.

Element x y z (Å)
C (-1.64561, 1.70652, -1.12017)
C (-0.22558, -0.04980, 0.01084)
C (0.37998, -0.79684, 1.26753)
H (-2.35273, 0.81100, -1.32081)
H (-0.83739, 1.88360, -1.70084)
H (-2.15954, 2.71858, -1.06656)
H (1.70801, -2.07360, 2.01468)
H (2.27400, -1.66026, -0.54120)
N (1.54229, -1.53031, 1.11105)
O (-0.34330, -0.65328, 2.19321)
O (2.52493, -1.23232, 0.19367)
S (-1.20310, 1.24670, 0.47867)
S (0.33803, -0.36998, -1.52007)

The value obtained for the energy relative to the best compared isomer or geometry (same formula, charge and spin) is 3.798 eV. As for the orbital gap: 8.06 eV. The SMILES is CSC(=S)C(=O)NO. The total energy is -30444.3115 eV.

Atomic partial charges in e from the Löwdin method, atoms 1 to 2:
1. C -0.482
2. C -0.953


Entry 7:
The molecule C6H11NO. Source: the OMol25 dataset; level of theory: wB97M-V/def2-TZVPD.

Element x y z (Å)
O (-3.15487, -1.17265, -0.72464)
C (-2.14456, -0.55490, -0.95319)
C (-1.66576, 0.63134, -0.18649)
C (-0.97158, 0.13968, 1.13098)
C (0.32309, -0.63554, 0.89158)
N (3.40186, 1.07036, -0.60844)
C (2.27324, 0.25580, -0.38993)
C (1.54758, 0.21902, 0.72231)
H (-1.47161, -0.89708, -1.76280)
H (-2.48719, 1.24151, 0.16832)
H (-0.96182, 1.21907, -0.76840)
H (-1.71435, -0.50849, 1.60430)
H (-0.77744, 1.03106, 1.70984)
H (0.22954, -1.27469, 0.00621)
H (0.51035, -1.37631, 1.67760)
H (4.17123, 0.55393, -1.00870)
H (3.67637, 1.56049, 0.23078)
H (1.95855, -0.34026, -1.23386)
H (1.86192, 0.81243, 1.57261)

The value obtained for the energy relative to the best compared isomer or geometry (same formula, charge and spin) is 1.426 eV. As for the orbital gap: 9.52 eV. The SMILES is N/C=C/CCCC=O. The total energy is -9937.0283 eV.

Atomic partial charges in e from the Löwdin method, atoms 1 to 2:
1. O 0.054
2. C -0.293


Entry 8:
The molecule C4H6ClIO. Source: the OMol25 dataset; level of theory: wB97M-V/def2-TZVPD.

Element x y z (Å)
C (1.06838, -0.80774, -0.68356)
C (0.48630, 0.88699, 1.01740)
C (-1.33312, -0.40189, -0.01519)
C (0.01043, 0.20731, -0.24336)
O (2.22239, -0.70109, -0.32745)
Cl (0.62078, -1.91544, -1.85795)
I (-0.03479, 1.61970, -1.89884)
H (-0.21266, 1.70202, 1.40283)
H (1.56464, 1.13936, 0.84166)
H (0.53170, 0.07824, 1.72436)
H (-2.10532, 0.34028, 0.04205)
H (-1.28803, -1.04890, 0.74773)
H (-1.53070, -1.09882, -0.74968)

The value obtained for the energy relative to the best compared isomer or geometry (same formula, charge and spin) is 0.000 eV. As for the orbital gap: 9.53 eV. The SMILES is CC(C)(I)C(=O)Cl. The total energy is -26915.4254 eV.

Atomic partial charges in e from the Löwdin method, atoms 1 to 2:
1. C -0.953
2. C -0.139


Entry 9:
The molecule C3H5N3. Source: the OMol25 dataset; level of theory: wB97M-V/def2-TZVPD.

Element x y z (Å)
C (1.55116, -0.32996, -0.55389)
C (0.18976, 0.00801, -0.03745)
N (0.00488, 0.86569, 0.96473)
N (-1.30468, 0.86172, 1.13456)
N (-2.00615, 0.08416, 0.33573)
C (-1.07278, -0.47408, -0.42839)
H (2.01016, -1.12446, 0.04493)
H (1.50332, -0.67886, -1.58936)
H (2.20557, 0.54433, -0.51036)
H (-1.74769, 1.42510, 1.84358)
H (-1.33355, -1.18164, -1.20407)

The value obtained for the energy relative to the best compared isomer or geometry (same formula, charge and spin) is 0.766 eV. As for the orbital gap: 10.95 eV. The SMILES is Cc1cn[nH]n1. The total energy is -7661.6898 eV.

Atomic partial charges in e from the Löwdin method, atoms 1 to 2:
1. C -0.049
2. C -0.357


Entry 10:
A structure of composition C23H18AuBr2N2O4. Source: the OMol25 dataset; level of theory: wB97M-V/def2-TZVPD.

Element x y z (Å)
Au (1.15491, -0.33936, -1.43242)
O (5.04243, 0.12230, -0.13097)
C (5.49565, -1.04306, 0.35793)
C (6.79685, -1.09713, 0.86410)
C (7.30354, -2.27690, 1.37797)
C (6.52761, -3.42935, 1.39444)
C (5.23647, -3.37121, 0.89190)
C (4.69997, -2.19945, 0.37656)
C (3.26320, -2.19708, -0.12490)
O (3.02793, -1.13066, -0.97111)
N (2.37382, -2.20162, 1.05629)
N (1.09695, -2.31059, 0.62086)
C (0.12987, -1.77460, 1.24198)
C (-1.22940, -1.82298, 0.71966)
Br (-1.41173, -2.50723, -1.02999)
C (-2.24207, -1.25996, 1.37546)
C (-3.63582, -1.07297, 0.95470)
C (-4.20197, 0.19375, 1.11381)
C (-5.51185, 0.43546, 0.73338)
C (-6.28256, -0.59042, 0.20247)
C (-5.73342, -1.85534, 0.05539)
C (-4.41903, -2.09702, 0.42718)
H (4.16199, -0.11341, -0.56068)
H (7.39137, -0.19263, 0.83754)
H (8.31576, -2.29841, 1.76496)
H (6.92155, -4.35585, 1.79172)
H (4.61053, -4.25743, 0.90216)
H (3.04663, -3.15633, -0.61384)
H (2.54870, -1.39158, 1.65286)
H (0.26547, -1.19410, 2.15926)
H (-1.96763, -0.77663, 2.30897)
H (-3.58555, 0.99288, 1.50643)
H (-5.92929, 1.42851, 0.84470)
H (-7.30668, -0.40370, -0.09609)
H (-6.33020, -2.66166, -0.35301)
H (-3.99624, -3.08586, 0.31438)
Br (-3.38846, 7.23743, -2.49927)
C (-2.59689, 5.56647, -2.04683)
C (-3.01558, 4.90862, -0.90289)
C (-2.43056, 3.69301, -0.58201)
C (-1.44559, 3.14020, -1.38901)
C (-1.04425, 3.82075, -2.53220)
C (-1.61558, 5.03889, -2.86896)
C (-0.83123, 1.80277, -1.00728)
O (0.03797, 1.38225, -1.84556)
O (-1.20652, 1.25805, 0.02186)
H (-3.78340, 5.34132, -0.27618)
H (-2.72753, 3.14829, 0.30433)
H (-0.27595, 3.38147, -3.15342)
H (-1.30413, 5.57214, -3.75664)

The charge is -1. The value obtained for the energy relative to the best compared isomer or geometry (same formula, charge and spin) is 0.347 eV. As for the orbital gap: 7.69 eV. The total energy is -179092.2028 eV.

Atomic partial charges in e from the Löwdin method, atoms 1 to 2:
1. Au 0.796
2. O 0.034


Entry 11:
A cluster of 2 separate species, C8H19BS2 in total. Source: the OMol25 dataset; level of theory: wB97M-V/def2-TZVPD.

Element x y z (Å)
B (0.26022, 1.92174, -1.02092)
C (5.92419, -1.50933, 1.06345)
C (-5.81068, 0.51528, -0.68673)
C (2.24473, -0.91590, 1.14339)
C (4.49131, -1.96629, 1.00433)
C (-4.61158, 1.23901, -0.07639)
C (3.55333, -0.70717, 0.83744)
C (-3.32878, 0.35166, 0.00429)
C (-2.34138, 0.44684, -1.19594)
S (2.06592, 1.98181, -1.02961)
S (-0.58276, 0.27909, -0.76864)
H (6.21056, -1.01974, 0.11001)
H (6.49700, -2.36914, 1.08566)
H (6.08691, -0.85277, 1.82738)
H (-5.46663, 0.24000, -1.66001)
H (-6.63230, 1.17113, -0.65963)
H (-5.95242, -0.32762, -0.12355)
H (1.63883, -0.14129, 1.08494)
H (1.92077, -1.84652, 1.49468)
H (4.27749, -2.50018, -0.00254)
H (4.10386, -2.55255, 1.79074)
H (-4.91412, 1.53702, 0.86950)
H (-4.49314, 2.03441, -0.96195)
H (4.06244, 0.10359, 0.28302)
H (-0.29927, 2.95493, -1.31155)
H (-3.70556, -0.65818, 0.09295)
H (-2.75824, 0.60667, 0.89563)
H (-2.46710, -0.41233, -2.03859)
H (-2.32902, 1.57828, -1.57605)
H (2.35540, 0.81755, -0.47533)

The value obtained for the energy relative to the best compared isomer or geometry (same formula, charge and spin) is 0.865 eV. As for the orbital gap: 9.69 eV. The SMILES is CCCCSBS.C=CCC. The total energy is -30949.0603 eV.

Atomic partial charges in e from the Löwdin method, atoms 1 to 2:
1. B -0.883
2. C -0.120


Entry 12:
A structure of composition C3H3FO2Tl. Source: the OMol25 dataset; level of theory: wB97M-V/def2-TZVPD.

Element x y z (Å)
H (-0.01298, -4.22488, 0.59969)
O (0.17313, -1.03074, 1.97193)
C (-0.06576, -3.25119, 1.04794)
C (-0.06469, -2.24299, 1.76477)
Tl (0.26705, 1.28269, 1.55316)
C (0.11164, 1.31936, -1.96872)
O (-0.11979, 1.94692, -0.78944)
F (0.27410, 2.17955, -2.98704)
H (0.89163, 0.55456, -1.92454)
H (-0.82104, 2.60829, -0.88005)

The value obtained for the energy relative to the best compared isomer or geometry (same formula, charge and spin) is 0.514 eV. As for the expectation value of S²: 0.752. As for the orbital gap: 6.48 eV. The spin multiplicity is 2. The total energy is -14660.3726 eV.

Atomic partial charges in e from the Löwdin method, atoms 1 to 2:
1. H -0.018
2. O -0.428